# 1
The following is a quantum chemistry calculation of a gas-phase ion, C6H12NO (charge -1) in a non-equilibrium geometry, from the OMol25 dataset.

Bonds (Å) are listed after each position.
Atoms and positions in Å:
1 C 0.687 -2.563 1.044  O2 1.321, C3 1.623, H9 1.137, H10 1.131
2 O 0.318 -3.114 -0.099  C1 1.321
3 C 0.602 -0.944 1.108  C1 1.623, C4 1.548, H11 1.102, H12 1.094
4 C 0.524 -0.367 -0.327  C3 1.548, C5 1.479, H13 1.095, H14 1.099
5 C 0.153 1.028 -0.648  C4 1.479, C6 1.332, N8 1.437
6 C 0.356 1.653 -1.807  C5 1.332, H15 1.086, H16 1.083
7 C -1.831 2.324 0.150  N8 1.461, H17 1.098, H18 1.088, H19 1.093
8 N -0.510 1.753 0.401  C5 1.437, C7 1.461, H20 0.987
9 H 1.728 -2.844 1.403  C1 1.137
10 H 0.072 -2.888 1.936  C1 1.131
11 H 1.354 -0.391 1.694  C3 1.102
12 H -0.324 -0.698 1.634  C3 1.094
13 H 1.476 -0.657 -0.784  C4 1.095
14 H -0.167 -1.053 -0.836  C4 1.099
15 H 0.054 2.681 -1.988  C6 1.086
16 H 0.814 1.226 -2.690  C6 1.083
17 H -1.725 3.414 0.074  C7 1.098
18 H -2.278 1.878 -0.737  C7 1.088
19 H -2.445 2.226 1.049  C7 1.093
20 H -0.481 1.159 1.189  N8 0.987

* SMILES: C=C(CCC[O-])NC
* LUMO energy: 0.1339 Ha
* HOMO energy: -2.47 eV
* total charge: -1
* E: -9952.60215 eV
* orbital gap: 6.11 eV
* ΔE to the lowest compared entry with this formula, charge and spin: 71.8 kJ/mol



# 2
The following is a quantum chemistry calculation of CHIOS2 in the gas phase in a non-equilibrium geometry, from the OMol25 dataset.

Bonds (Å) are listed after each position.
Atoms and positions in Å:
1 C -1.108 -1.282 -0.417  S3 1.543, I5 2.547, H6 1.173
2 O 1.722 2.169 1.776  S4 1.462
3 S -2.165 -1.992 -1.289  C1 1.543
4 S 1.916 1.875 0.357  O2 1.462, I5 2.386
5 I -0.132 1.066 -0.560  C1 2.547, S4 2.386
6 H -0.233 -1.835 0.132  C1 1.173

* LUMO energy (spin up / spin down): -0.0509 / -0.0566 Ha
* HOMO energy (spin up / spin down): -8.62 / -7.61 eV
* E: -32867.78083 eV
* orbital gap (spin up / spin down): 7.24 / 6.07 eV
* ΔE to the lowest compared entry with this formula, charge and spin: 373.2 kJ/mol



# 3
The following is a quantum chemistry calculation of 2 unconnected molecules or ions with the total composition C4H11N3 in a non-equilibrium geometry, from the OMol25 dataset.

Bonds (Å) are listed after each position.
Atoms and positions in Å:
1 N -0.662 -1.196 -3.013  C2 1.378, H4 1.005, H5 1.006
2 C 0.344 -1.321 -2.079  N1 1.378, N3 1.268, H6 1.093
3 N 1.548 -1.536 -2.412  C2 1.268, H7 1.006
4 H -0.274 -0.983 -3.915  N1 1.005
5 H -1.508 -0.705 -2.777  N1 1.006
6 H 0.074 -1.465 -1.030  C2 1.093
7 H 2.186 -1.164 -1.729  N3 1.006
8 C -1.555 0.052 2.276  C9 1.513, H12 1.098, H13 1.115, H14 1.110
9 C -0.661 0.868 1.369  C8 1.513, C10 1.368, H15 1.102
10 C 0.701 0.758 1.433  C9 1.368, N11 1.458, H16 1.084
11 N 1.619 1.418 0.511  C10 1.458, H17 1.023, H18 1.007
12 H -0.976 -0.677 2.859  C8 1.098
13 H -2.081 0.720 2.996  C8 1.115
14 H -2.335 -0.524 1.736  C8 1.110
15 H -1.077 1.702 0.781  C9 1.102
16 H 1.162 0.072 2.134  C10 1.084
17 H 2.340 1.954 1.001  N11 1.023
18 H 1.157 2.029 -0.142  N11 1.007

* SMILES: [H]/N=C/N.C/C=C/N
* LUMO energy: 0.0351 Ha
* HOMO energy: -8.48 eV
* E: -8795.39789 eV
* orbital gap: 9.43 eV
* ΔE to the lowest compared entry with this formula, charge and spin: 214.3 kJ/mol